1) The molecule C4H10N2S. Source: the Open Molecules 2025 dataset; level of theory: ωB97M-V/def2-TZVPD.

```
! wB97M-V def2-TZVPD RIJCOSX def2/J DEFGRID3
* xyz 0 1
H -0.16 -1.72 1.10
H -0.54 2.02 1.00
H -1.09 -2.27 -2.56
H 1.53 -1.45 0.88
C -0.68 0.84 0.66
H -1.72 0.60 0.82
N -0.90 -0.88 -1.34
C 0.24 0.14 1.69
C -0.82 -1.28 -2.61
H -0.68 -0.48 -3.57
H 2.30 0.23 2.44
N 0.70 -1.41 1.65
S -0.22 0.76 -1.08
H 1.40 1.96 2.30
H -0.25 0.24 2.66
C 1.61 0.93 1.81
H 1.98 0.88 0.79
*
```

Output
Molar mass = 118.2 g/mol
Lowest unoccupied orbital energy = 0.61 eV
Structure (SMILES) = C=NSC[C@H](C)N
Kohn-Sham gap = 0.3465 hartree



2) A structure of composition C4H10N2S. Source: the Open Molecules 2025 dataset; level of theory: ωB97M-V/def2-TZVPD.

```
! wB97M-V def2-TZVPD RIJCOSX def2/J DEFGRID3
* xyz 0 1
C 1.17 0.02 1.41
S -2.59 -0.29 1.27
H 1.39 1.32 1.96
H -0.98 -1.84 -1.99
H 1.25 2.53 -0.26
H -1.58 -2.29 0.02
C -1.35 -0.97 0.27
N 0.51 0.61 0.13
H 0.75 -1.96 -1.58
C -0.06 -1.26 -1.66
C 0.20 2.02 0.05
H -0.52 1.95 -0.91
N -0.33 -0.34 -0.46
H -0.01 -0.69 1.97
H 2.13 -0.68 0.91
H 0.29 -0.52 -2.22
H -0.26 2.39 1.12
*
```

Output
Molar mass = 118.2 g/mol
Lowest unoccupied orbital energy = -0.01 eV
Kohn-Sham gap = 0.3051 hartree



3) The molecule C4H10N2S. Source: the Open Molecules 2025 dataset; level of theory: ωB97M-V/def2-TZVPD.

```
! wB97M-V def2-TZVPD RIJCOSX def2/J DEFGRID3
* xyz 0 1
H 2.19 1.54 -0.37
H 0.41 -1.62 0.35
H -1.16 1.61 -0.51
H 0.13 1.87 1.50
H 1.07 -1.40 -1.25
H 1.23 1.48 -1.69
S -2.22 -0.59 -0.24
H -0.18 0.16 2.05
C -0.94 0.68 -0.01
C 0.52 0.43 -0.10
C 1.09 -0.99 -0.23
H -3.17 -0.18 0.72
H 3.07 -0.90 -0.48
C -0.10 0.83 1.24
N 1.22 1.52 -0.67
H 2.57 -0.77 1.17
N 2.46 -1.25 0.24
*
```

Output
Molar mass = 118.2 g/mol
Lowest unoccupied orbital energy = 0.88 eV
Structure (SMILES) = NC[C@]1(N)C[C@@H]1S
Kohn-Sham gap = 0.3617 hartree



Unit: eV. Relative energies: 1) 2.039; 2) 7.314; 3) 0.000.



1) The molecule C4H10N2S. Source: the Open Molecules 2025 dataset; level of theory: ωB97M-V/def2-TZVPD.

```
! wB97M-V def2-TZVPD RIJCOSX def2/J DEFGRID3
* xyz 0 1
H -0.15 -0.79 -2.05
C -0.44 -1.08 1.23
H -1.48 1.75 -0.67
H -0.09 2.82 -0.30
C -0.29 -1.40 -1.15
H -1.27 -1.77 1.25
H 1.91 1.89 -0.28
H 0.60 -2.03 -1.03
H 0.41 -1.69 1.48
N 0.26 0.73 -0.16
S 2.73 -0.28 0.10
C -0.60 1.90 -0.01
H -1.15 -2.06 -1.28
N -0.43 -0.48 -0.06
H -0.59 -0.40 2.06
H -0.99 2.01 1.02
C 1.58 0.87 -0.16
*
```

Output
Molar mass = 118.2 g/mol
Lowest unoccupied orbital energy = 0.80 eV
Structure (SMILES) = CN(C)N(C)C=S
Kohn-Sham gap = 0.3294 hartree



2) A cluster of 2 separate species, C4H10N2S in total. Source: the Open Molecules 2025 dataset; level of theory: ωB97M-V/def2-TZVPD.

```
! wB97M-V def2-TZVPD RIJCOSX def2/J DEFGRID3
* xyz 0 1
H 1.20 -2.67 -0.46
H -0.16 3.87 0.17
H 0.89 -2.80 -2.19
H 1.92 2.58 0.43
S 1.25 0.96 2.02
C 1.02 2.34 0.97
C -0.60 -1.73 -1.09
N -1.20 0.29 0.00
C 0.42 -2.80 -1.20
H 0.39 -0.73 0.32
H -1.48 -1.76 -1.71
C -0.10 3.03 0.84
N -0.46 -0.73 -0.26
H -0.01 0.89 2.43
H -1.00 2.76 1.38
H -2.04 0.29 -0.59
H -0.03 -3.78 -1.07
*
```

Output
Molar mass = 118.2 g/mol
Lowest unoccupied orbital energy (spin up / spin down) = 0.88 / 0.88 eV
Kohn-Sham gap (spin up / spin down) = 0.3018 / 0.3018 hartree



Unit: eV. Relative energies: 1) 0.000; 2) 1.461.



1) A cluster of 3 separate species, C5H12O2 in total. Source: the Open Molecules 2025 dataset; level of theory: ωB97M-V/def2-TZVPD.

```
! wB97M-V def2-TZVPD RIJCOSX def2/J DEFGRID3
* xyz 1 2
H -0.82 2.42 0.62
H -0.03 0.34 1.81
H -0.44 2.68 -1.11
H 0.95 1.31 -2.19
H 0.93 3.14 0.07
H 1.66 -0.35 -1.74
C 0.07 2.47 -0.11
H -1.60 -1.54 -2.11
C 1.25 -1.12 1.06
H 1.20 -1.94 1.70
C 1.13 0.56 -1.47
C 0.69 0.08 0.98
O -1.96 -2.08 1.84
H -1.64 -1.85 1.02
O -1.59 -1.09 -1.23
H 2.25 -0.98 0.57
C 0.61 0.90 -0.24
H -1.31 -2.75 2.20
H -1.35 -0.21 -1.67
*
```

Output
Molar mass = 104.1 g/mol
Lowest unoccupied orbital energy (spin up / spin down) = -5.76 / -8.34 eV
Kohn-Sham gap (spin up / spin down) = 0.3247 / 0.2298 hartree



2) A cluster of 3 separate species, C5H12O2 in total. Source: the Open Molecules 2025 dataset; level of theory: ωB97M-V/def2-TZVPD.

```
! wB97M-V def2-TZVPD RIJCOSX def2/J DEFGRID3
* xyz 1 2
H -1.59 0.20 -1.85
H 0.41 1.16 -4.66
C -0.26 0.05 -0.28
O -2.50 -1.21 6.56
O 1.80 -2.44 1.81
H 2.79 -2.57 1.60
H 1.57 1.04 -0.27
C -0.58 0.44 -1.64
H 1.29 1.37 -2.45
C 0.25 1.03 -2.52
C -0.25 1.53 -3.86
H -2.25 -0.34 7.02
H 1.25 -0.08 1.22
H 1.47 -2.34 0.84
H -0.24 2.65 -3.97
H -1.25 1.11 -3.99
C 0.91 0.34 0.26
H -1.82 -1.40 5.93
H -1.01 -0.54 0.25
*
```

Output
Molar mass = 104.1 g/mol
Lowest unoccupied orbital energy (spin up / spin down) = -5.34 / -8.33 eV
Kohn-Sham gap (spin up / spin down) = 0.2878 / 0.1779 hartree



Unit: eV. Relative energies: 1) 1.208; 2) 0.000.



1) A cluster of 2 separate species, C4H14N in total. Source: the Open Molecules 2025 dataset; level of theory: ωB97M-V/def2-TZVPD.

```
! wB97M-V def2-TZVPD RIJCOSX def2/J DEFGRID3
* xyz 1 1
H 1.70 2.81 -2.02
H -0.07 -3.29 0.37
H -0.75 2.14 0.88
H 0.49 1.50 -2.17
H -1.31 -2.44 -0.56
H 0.58 -1.19 1.52
H -1.49 -2.59 1.18
C 1.55 1.73 -2.09
H -1.64 -0.01 1.45
C 0.01 -1.14 0.58
H 0.73 -1.01 -0.23
H -1.49 0.15 -0.31
C -0.76 -2.45 0.38
C -0.93 0.04 0.62
H 0.43 1.27 1.64
H 0.49 1.46 0.00
H 2.01 1.23 -1.23
H 2.05 1.34 -2.97
N -0.15 1.33 0.80
*
```

Output
Molar mass = 76.2 g/mol
Lowest unoccupied orbital energy = -3.54 eV
Kohn-Sham gap = 0.4654 hartree



2) A cluster of 2 separate species, C4H14N in total. Source: the Open Molecules 2025 dataset; level of theory: ωB97M-V/def2-TZVPD.

```
! wB97M-V def2-TZVPD RIJCOSX def2/J DEFGRID3
* xyz 1 1
H 0.14 1.68 -0.87
H 3.48 -1.41 0.05
H -3.25 -0.08 0.66
H 0.98 -1.26 -1.36
C 2.65 -0.81 -0.08
H -0.77 2.55 0.22
H 2.37 -0.24 0.74
H 0.20 1.08 0.85
H 2.95 0.07 -0.67
H 0.68 -1.81 0.18
H -2.41 0.80 1.78
H 1.80 -2.62 -0.81
C -0.37 1.49 0.08
C -1.82 0.88 -0.27
H -1.64 -0.77 0.93
H -1.78 0.27 -1.09
C 1.43 -1.68 -0.47
H -2.37 1.69 -0.77
N -2.26 0.16 0.89
*
```

Output
Molar mass = 76.2 g/mol
Lowest unoccupied orbital energy = -4.22 eV
Kohn-Sham gap = 0.3761 hartree



3) A cluster of 2 separate species, C4H14N in total. Source: the Open Molecules 2025 dataset; level of theory: ωB97M-V/def2-TZVPD.

```
! wB97M-V def2-TZVPD RIJCOSX def2/J DEFGRID3
* xyz 1 1
H 0.82 0.20 -1.96
H -2.84 -0.07 -0.46
C -0.77 -0.51 -0.65
N 0.23 0.69 2.05
H 0.71 1.01 -0.45
H -0.81 -1.01 0.32
C 0.64 0.00 -0.91
H 0.43 1.44 1.38
H 0.87 -0.07 1.81
H 2.67 -0.25 -0.20
H -0.72 0.40 1.79
H -1.84 1.35 -0.15
H 1.53 -1.32 0.66
H 2.01 -1.69 -0.96
H -2.09 0.79 -1.82
H -0.98 -1.34 -1.35
C -1.94 0.47 -0.80
C 1.76 -0.85 -0.31
H 0.30 0.95 3.03
*
```

Output
Molar mass = 76.2 g/mol
Lowest unoccupied orbital energy = -3.94 eV
Kohn-Sham gap = 0.4202 hartree



Unit: eV. Relative energies: 1) 0.000; 2) 2.598; 3) 0.442.



1) A cluster of 2 separate species, C3H10OS2 in total. Source: the Open Molecules 2025 dataset; level of theory: ωB97M-V/def2-TZVPD.

```
! wB97M-V def2-TZVPD RIJCOSX def2/J DEFGRID3
* xyz 0 1
C -0.96 1.52 -0.37
H -0.80 2.61 -0.44
C -0.05 -1.34 1.92
H -1.42 -0.20 -1.77
C -1.59 0.86 -1.65
O 3.66 -0.82 -0.40
H 0.34 -0.36 2.31
H -2.68 1.19 -1.77
H 3.02 -1.30 -0.90
H 0.67 -2.12 2.32
H -1.16 -1.57 2.17
S -0.20 -1.29 0.12
H 3.23 -1.12 0.41
H -1.14 1.55 -2.49
S 0.73 1.03 0.08
H -1.65 1.36 0.47
*
```

Output
Molar mass = 126.2 g/mol
Lowest unoccupied orbital energy = -1.24 eV
Structure (SMILES) = CCSSC.O
Kohn-Sham gap = 0.2862 hartree



2) A cluster of 2 separate species, C3H10OS2 in total. Source: the Open Molecules 2025 dataset; level of theory: ωB97M-V/def2-TZVPD.

```
! wB97M-V def2-TZVPD RIJCOSX def2/J DEFGRID3
* xyz 0 1
H -1.68 1.19 0.36
H -0.93 2.73 -0.05
H -0.82 1.78 -2.49
H 0.83 -1.74 2.13
H 3.15 -1.03 0.02
C -1.43 1.35 -1.69
S -0.22 -1.24 0.02
H -1.45 0.29 -1.85
C -0.11 -1.28 1.78
C -0.95 1.67 -0.27
H -0.07 -0.32 2.29
H 2.89 -2.48 -0.10
H -2.43 1.78 -1.84
O 3.37 -1.78 -0.56
S 0.71 1.04 0.09
H -0.88 -1.95 2.16
*
```

Output
Molar mass = 126.2 g/mol
Lowest unoccupied orbital energy = -1.06 eV
Structure (SMILES) = CCSSC.O
Kohn-Sham gap = 0.2980 hartree



3) A cluster of 2 separate species, C3H10OS2 in total. Source: the Open Molecules 2025 dataset; level of theory: ωB97M-V/def2-TZVPD.

```
! wB97M-V def2-TZVPD RIJCOSX def2/J DEFGRID3
* xyz 0 1
H 1.23 1.28 -1.98
H -0.30 2.09 -2.05
O 2.10 -2.69 2.00
H 2.27 3.02 -0.64
H 1.26 3.91 -1.78
H 0.93 0.60 0.28
H 1.24 -2.45 2.36
H 0.73 3.69 -0.13
H -0.46 1.65 0.50
C 0.08 1.07 -0.23
S -0.97 -0.25 -0.89
C 0.55 1.92 -1.40
H -2.37 -1.84 0.50
C 1.24 3.20 -0.97
S -1.20 -1.32 0.87
H 2.68 -2.76 2.76
*
```

Output
Molar mass = 126.2 g/mol
Lowest unoccupied orbital energy = 0.45 eV
Structure (SMILES) = CCCSS.O
Kohn-Sham gap = 0.3192 hartree



4) A cluster of 3 separate species, C3H10OS2 in total. Source: the Open Molecules 2025 dataset; level of theory: ωB97M-V/def2-TZVPD.

```
! wB97M-V def2-TZVPD RIJCOSX def2/J DEFGRID3
* xyz 0 1
H 1.30 2.47 -0.89
H 1.05 0.12 1.10
H -0.34 1.96 -1.53
O -1.01 -0.23 -2.42
H -1.37 -0.38 0.88
H 0.83 0.78 -0.93
S -0.25 1.98 0.84
C 0.66 -0.93 1.17
C 0.44 1.80 -0.78
C -0.76 -0.83 1.67
H -0.79 -0.14 2.53
S 0.76 -1.72 -0.42
H 1.32 -1.49 1.85
H -1.21 -1.79 1.90
H -0.47 -0.77 -1.80
H -1.36 -0.81 -3.11
*
```

Output
Molar mass = 126.2 g/mol
Lowest unoccupied orbital energy = -3.73 eV
Kohn-Sham gap = 0.1868 hartree



Unit: eV. Relative energies: 1) 1.943; 2) 0.999; 3) 0.000; 4) 3.841.



1) A cluster of 2 separate species, C3H10OS2 in total. Source: the Open Molecules 2025 dataset; level of theory: ωB97M-V/def2-TZVPD.

```
! wB97M-V def2-TZVPD RIJCOSX def2/J DEFGRID3
* xyz 0 1
H -1.50 -1.46 1.63
H 0.24 -2.39 0.24
S 0.58 1.61 -0.66
H 1.99 2.71 0.85
S 1.15 -0.68 -0.91
H -1.80 0.78 -2.57
C 1.84 1.64 0.65
H 0.86 -1.07 1.41
H 2.76 1.23 0.27
O -2.28 -0.06 -2.48
H -1.56 -0.58 -2.08
C 0.32 -1.33 0.49
H -1.66 -1.17 -0.09
H -1.21 0.23 0.85
H 1.40 1.39 1.61
C -1.13 -0.84 0.81
*
```

Output
Molar mass = 126.2 g/mol
Lowest unoccupied orbital energy = -0.68 eV
Structure (SMILES) = CCSSC.O
Kohn-Sham gap = 0.3145 hartree



2) A cluster of 2 separate species, C3H10OS2 in total. Source: the Open Molecules 2025 dataset; level of theory: ωB97M-V/def2-TZVPD.

```
! wB97M-V def2-TZVPD RIJCOSX def2/J DEFGRID3
* xyz 0 1
C -3.09 0.57 -1.70
H -1.46 1.88 -1.52
H -3.44 0.89 -0.73
H 2.12 -0.05 1.27
S 1.63 -1.07 0.56
O 0.48 0.36 3.87
H -3.40 -0.44 -1.92
H -1.23 0.71 -2.81
H -1.06 0.25 0.24
H 0.68 0.89 4.64
C -1.58 0.83 -1.78
C -0.83 -0.02 -0.78
S 0.97 0.12 -1.01
H 0.06 0.94 3.23
H -3.58 1.25 -2.41
H -1.07 -1.06 -0.91
*
```

Output
Molar mass = 126.2 g/mol
Lowest unoccupied orbital energy = 0.61 eV
Structure (SMILES) = CCCSS.O
Kohn-Sham gap = 0.3439 hartree



Unit: eV. Relative energies: 1) 1.119; 2) 0.000.